C39H31N5ORuS5 | the ωB97M-V functional and the def2-TZVPD basis

ORCA input file:
```
! wB97M-V def2-TZVPD RIJCOSX def2/J DEFGRID3
* xyz -1 6
Ru 0.197 0.104 -0.089
C -4.083 5.245 -2.240
C -3.304 5.829 -1.098
C -3.509 7.129 -0.685
C -2.798 7.670 0.383
C -1.865 6.884 1.046
C -1.633 5.585 0.647
C -2.349 5.036 -0.429
N -2.127 3.742 -0.895
C -1.597 2.663 -0.232
N -1.815 2.632 1.100
C -1.336 1.759 2.069
C -0.333 0.800 1.791
C 0.147 0.118 2.919
C -0.366 0.295 4.191
C -1.407 1.184 4.400
C -1.891 1.940 3.352
C -2.991 2.945 3.587
N -1.032 1.675 -0.903
C -0.752 1.952 -2.257
C -1.522 1.372 -3.264
C -1.292 1.687 -4.589
C -0.303 2.600 -4.919
C 0.463 3.183 -3.919
C 0.265 2.868 -2.586
C 1.116 3.445 -1.495
H -4.847 5.944 -2.571
H -4.568 4.316 -1.939
H -3.432 5.026 -3.089
H -4.242 7.732 -1.204
H -2.971 8.692 0.683
H -1.307 7.296 1.875
H -0.875 5.001 1.150
H -2.254 3.596 -1.888
H -2.430 3.358 1.438
H 0.967 -0.581 2.821
H 0.035 -0.267 5.021
H -1.832 1.302 5.387
H -3.371 2.835 4.599
H -3.828 2.798 2.902
H -2.625 3.970 3.479
H -2.306 0.682 -2.989
H -1.884 1.219 -5.363
H -0.118 2.851 -5.953
H 1.241 3.884 -4.185
H 2.038 3.853 -1.900
H 1.360 2.656 -0.764
H 0.595 4.243 -0.963
S 1.972 -1.413 0.718
C 0.709 -2.530 1.151
S -0.874 -2.201 0.551
C 0.955 -3.585 2.056
C 2.232 -3.874 2.537
N 3.275 -4.156 2.948
C -0.063 -4.369 2.596
N -0.866 -5.050 3.073
O 0.766 -0.499 -1.884
C 1.168 -0.922 -3.105
C 2.052 -2.162 -3.002
C 3.247 -2.431 -3.597
C 3.743 -3.711 -3.268
C 2.906 -4.398 -2.450
S 1.499 -3.497 -2.051
C -0.049 -1.380 -3.881
C -1.222 -1.755 -3.298
C -2.149 -2.285 -4.219
C -1.657 -2.331 -5.483
S -0.050 -1.707 -5.578
C 1.989 0.183 -3.732
C 2.774 1.026 -3.004
C 3.483 1.952 -3.797
C 3.234 1.793 -5.121
S 2.122 0.509 -5.422
H 3.763 -1.747 -4.248
H 4.682 -4.096 -3.627
H 3.031 -5.377 -2.031
H -1.407 -1.655 -2.239
H -3.127 -2.637 -3.941
H -2.137 -2.678 -6.376
H 2.844 0.965 -1.929
H 4.143 2.703 -3.396
H 3.617 2.351 -5.953
*
```

Computed properties:
HOMO level (alpha / beta), eV: -1.9 / -4.5
Expectation value of S²: 8.80
E_tot, eV: -107200.84781
Orbital gap (alpha / beta), eV: 3.88 / 5.04
Energy above the lowest of the compared OMol25 structures with the same formula, charge and spin, kJ/mol: 193.07